27
Properties=species:S:1:pos:R:3 method="wB97M-V/def2-TZVPD" e_tot_ev=-27335.2199 gap_ha=0.036 de_lowest_kcal_mol=0.0 charge=+3 lumo_ha=-0.61924
Al -0.76 -1.66 4.26
C 9.21 -2.84 0.92
C 8.17 -1.88 0.42
C 7.26 -2.36 -0.72
O 5.94 -2.01 -0.24
C 5.96 -1.71 1.02
O 4.96 -1.42 1.66
O 7.20 -1.71 1.45
H 9.97 -2.99 0.16
H 8.77 -3.78 1.29
H 9.74 -2.41 1.76
H 8.56 -0.91 0.11
H 7.38 -3.42 -0.96
H 7.57 -1.90 -1.65
C -8.28 3.96 -0.73
C -8.25 2.43 -0.55
C -7.55 1.64 -1.69
O -6.57 0.79 -1.02
C -6.56 1.16 0.32
O -5.78 0.72 1.13
O -7.50 2.06 0.56
H -8.97 4.25 -1.52
H -7.28 4.29 -1.02
H -8.59 4.42 0.20
H -9.24 1.97 -0.59
H -7.06 2.27 -2.43
H -8.31 1.01 -2.15